1.
Computed, not measured: a cluster of 5 separate species, C12H10Cl16N2O4S2 in total, with ωB97M-V with the def2-TZVPD basis set.

The geometry in XYZ format:
```
46
Properties=species:S:1:pos:R:3:forces:R:3
O 3.874262 -1.438495 1.868392 -0.49 0.36 -0.58
C 3.458418 -0.504398 1.252982 0.19 -1.75 0.17
O 4.210685 0.119744 0.262543 -0.73 0.40 0.05
O 4.687120 -0.921815 -0.589853 0.35 -0.04 0.03
O 2.216632 -0.031225 1.418719 0.53 0.62 -0.06
C 1.944016 1.339528 1.066902 -0.58 0.30 -0.33
C 1.646680 1.535426 -0.411603 0.31 0.08 -0.44
C 1.230749 2.971774 -0.749699 0.03 -0.29 0.11
S -0.570782 3.253009 -0.907402 -0.17 -0.05 -0.40
C -1.308949 2.229925 0.363818 0.34 0.12 0.76
S -1.587841 2.790600 1.843406 0.00 -0.02 -0.05
N -1.724478 0.908229 0.027062 -0.29 0.21 -0.51
C -1.118582 -0.293835 0.286477 0.33 -0.53 0.34
C -1.948217 -1.252490 -0.212888 0.07 0.46 0.17
N -3.052735 -0.660536 -0.771006 -0.19 -0.26 0.18
C -2.902142 0.618603 -0.620826 1.00 0.22 -0.12
H 4.087803 -0.841636 -1.349249 -0.04 0.00 0.04
H 2.742387 2.010444 1.388762 0.14 -0.20 0.02
H 1.056664 1.602271 1.642418 0.11 -0.12 0.16
H 2.547762 1.313730 -0.985669 0.01 0.00 0.08
H 0.881279 0.853733 -0.781723 0.05 -0.12 0.18
H 1.655343 3.707978 -0.065036 -0.08 -0.09 0.09
H 1.610821 3.200613 -1.745071 -0.18 0.16 0.00
H -0.185953 -0.414525 0.813477 -0.06 0.23 0.03
H -1.804799 -2.319889 -0.163756 -0.10 0.02 -0.11
H -3.541339 1.422317 -0.936396 -0.01 -0.13 -0.31
Cl 4.167151 2.847496 5.389874 0.00 -0.01 -0.01
C 4.734904 1.194018 5.110967 -0.05 0.09 0.00
Cl 4.654733 0.819384 3.385560 0.38 0.34 0.51
Cl 6.402347 1.042807 5.664070 0.00 0.01 0.00
Cl 3.710077 0.064656 5.996402 -0.01 0.00 0.00
Cl -7.415813 2.940544 0.012741 -0.01 0.01 0.00
C -6.863634 1.696051 1.138348 0.05 0.02 0.08
Cl -7.820511 0.232173 0.918765 -0.01 -0.01 0.00
Cl -5.159448 1.332437 0.813284 -0.68 0.07 0.39
Cl -7.043507 2.279562 2.796508 0.01 0.00 -0.01
Cl -4.091427 -4.812447 -4.165891 0.00 0.02 -0.01
C -4.178132 -3.043069 -4.242532 0.11 -0.15 0.12
Cl -5.844138 -2.558485 -4.583505 -0.01 0.00 -0.01
Cl -3.663466 -2.335638 -2.711685 -0.32 -0.08 -0.55
Cl -3.125726 -2.468038 -5.545474 0.00 0.00 -0.02
Cl 3.297765 -2.658048 -3.225465 0.02 0.07 -0.10
C 2.685200 -4.094687 -2.382519 -0.03 -0.02 0.12
Cl 1.684295 -3.576755 -1.021492 0.01 0.02 0.00
Cl 1.721254 -5.054623 -3.501537 -0.01 0.02 0.00
Cl 4.043274 -5.046420 -1.791201 0.00 0.02 0.00
```
Forces are in eV/Å.

Calculated values
* total charge: 0
* Kohn-Sham gap: 7.5253 eV

2.
Computed, not measured: a cluster of 2 separate species, C7H10 in total, with ωB97M-V with the def2-TZVPD basis set.

The geometry in XYZ format:
```
17
Properties=species:S:1:pos:R:3:forces:R:3
C 0.438606 -0.743648 3.216992 -0.49 -3.42 1.22
C 1.210389 -0.425322 2.063163 0.02 0.93 -1.74
C 1.533397 -0.103750 0.943543 0.05 -0.81 4.25
C 1.860865 0.286739 -0.326678 -1.39 0.30 -4.87
H 0.561660 -1.881185 3.369852 -0.51 1.16 -0.53
H -0.676596 -0.606616 3.056468 1.46 0.37 0.70
H 0.924145 -0.506620 4.171860 -0.73 1.07 -0.16
H 0.749300 0.221368 -0.779107 2.61 -0.23 -0.09
H 2.619970 -0.398595 -0.867827 -1.37 1.24 0.70
H 2.035562 1.362922 -0.514209 0.59 -0.53 0.51
C -1.287953 -0.820337 -0.934619 0.67 -0.75 1.10
C -1.554246 0.010433 -1.749059 -0.61 0.03 -1.15
C -1.836169 1.032656 -2.773906 0.52 1.55 2.36
H -0.874028 -1.465103 -0.164901 -0.52 0.35 -0.54
H -2.778323 0.890977 -3.321719 0.80 -0.31 -0.30
H -0.851879 1.210415 -3.311138 -1.68 0.00 0.09
H -2.074700 1.935666 -2.078714 0.60 -0.93 -1.55
```
Forces are in eV/Å.

Calculated values
* total charge: 0
* Kohn-Sham gap: 9.7593 eV
* relative energy (zero: lowest compared OMol25 entry of this formula, charge and spin): 4.9367 eV

3.
Computed, not measured: the ion C3H10NS with charge +2, with ωB97M-V with the def2-TZVPD basis set.

The geometry in XYZ format:
```
15
Properties=species:S:1:pos:R:3:forces:R:3
C 1.040441 0.692169 0.291367 -1.24 -0.92 1.32
C -0.426157 0.622576 0.815571 1.15 -0.29 -1.80
C -1.009486 -0.831562 0.691493 -2.59 4.16 -0.91
S -1.921713 -0.996195 -0.948855 0.27 -0.69 1.71
N 1.184561 0.461965 -1.202102 -3.55 -5.08 3.19
H 1.447157 1.583753 0.670168 0.58 1.76 -0.60
H 1.639248 -0.010754 0.878446 0.01 -0.53 -0.77
H -1.003121 1.411388 0.292326 -0.17 -0.65 0.14
H -0.317722 1.021825 1.806767 -0.46 -0.48 0.86
H -1.661564 -1.048285 1.528570 -1.06 0.10 0.09
H -0.398938 -1.625258 0.743814 2.92 -2.79 -0.14
H -1.947106 -2.368427 -0.938436 -0.16 0.34 -0.16
H 1.686378 -0.451867 -1.265410 0.08 1.21 -0.98
H 0.230417 0.353380 -1.653657 1.08 -0.36 0.79
H 1.457604 1.185293 -1.710068 3.15 4.22 -2.75
```
Forces are in eV/Å.

Calculated values
* total charge: +2
* <S²>: 0.7534
* Kohn-Sham gap (spin up / spin down): 12.8749 / 8.4489 eV
* relative energy (zero: lowest compared OMol25 entry of this formula, charge and spin): 1.5770 eV
* multiplicity: 2

4.
Computed, not measured: the ion C7H12O2P with charge -1, with ωB97M-V with the def2-TZVPD basis set.

The geometry in XYZ format:
```
22
Properties=species:S:1:pos:R:3:forces:R:3
C -0.037205 -2.323372 0.323759 -0.14 -0.06 -0.04
C -0.575560 -0.923101 0.347385 1.70 2.23 1.41
C -0.478282 0.010184 -0.864767 -0.48 -0.04 -0.38
C 0.906540 -0.139761 -1.468450 0.54 -0.04 0.00
P 2.006055 0.170960 0.044745 0.02 0.03 -0.01
O 2.784703 -1.037984 0.440236 -0.14 -0.56 0.11
O 2.740166 1.462078 -0.090119 -0.13 0.57 -0.15
C 0.443396 0.424649 1.020070 -1.19 -2.55 -1.22
C -0.362644 1.259680 0.025357 -0.40 0.56 -0.01
C -1.675175 1.842933 0.528195 0.15 -0.12 -0.05
H -0.525020 -2.910081 -0.459988 -0.09 -0.11 -0.05
H -0.225603 -2.806314 1.284107 0.03 -0.10 0.00
H 1.033182 -2.314593 0.150100 0.17 -0.13 0.00
H -1.544355 -0.865915 0.843940 0.00 0.07 -0.07
H -1.297351 -0.035056 -1.601263 0.06 0.06 0.05
H 1.084201 -1.118472 -1.919911 0.01 -0.04 0.10
H 1.075487 0.621971 -2.234408 0.08 0.02 0.09
H 0.430776 0.615069 2.085563 0.11 0.12 0.12
H 0.235267 2.064964 -0.418509 -0.09 -0.01 -0.02
H -2.207710 2.337656 -0.284898 -0.09 0.04 -0.07
H -1.482081 2.585050 1.301737 -0.02 0.09 0.10
H -2.328777 1.079454 0.947110 -0.08 -0.03 0.07
```
Forces are in eV/Å.

Calculated values
* total charge: -1
* Kohn-Sham gap: 8.1263 eV
* relative energy (zero: lowest compared OMol25 entry of this formula, charge and spin): 0.3347 eV

5.
Computed, not measured: a cluster of 8 separate species, C32H46N6O4S2 in total, with ωB97M-V with the def2-TZVPD basis set.

The geometry in XYZ format:
```
90
Properties=species:S:1:pos:R:3:forces:R:3
C -2.385840 12.006600 4.392030 -0.77 -0.01 3.19
C -3.604370 11.024350 4.455600 2.50 -0.54 -1.42
C -3.671430 10.358060 5.879840 0.22 1.20 -1.10
S -1.847550 9.911480 6.191380 -0.35 2.75 1.01
O -1.638820 8.576600 5.632510 0.07 0.51 0.71
O -1.383190 10.295800 7.574470 -1.03 -1.22 -3.26
C -1.222270 11.173920 4.947910 0.54 -1.19 -1.84
H -2.557820 12.777050 5.143650 -0.24 0.54 -0.20
H -2.280900 12.496240 3.423870 0.34 -0.54 0.07
H -3.244180 10.271570 3.754390 -0.31 -0.65 -0.04
H -4.344240 11.512000 3.820870 -1.15 -0.22 1.36
H -4.267040 9.452580 5.995770 0.21 0.05 -0.29
H -4.073810 11.150680 6.510670 0.55 -0.29 0.76
H -0.979740 10.609150 4.047730 0.12 -0.96 0.17
H -0.228580 11.574740 5.147930 -0.45 0.56 0.92
C 0.986720 13.678000 9.259320 -0.35 -0.22 -0.69
C 1.236060 12.544810 8.258480 1.98 -0.07 0.04
C 2.826760 12.503860 8.121290 -1.38 0.72 0.30
S 3.401980 12.806530 9.822400 -0.60 3.99 -1.72
O 4.369090 13.874170 9.800430 -0.17 0.12 -0.17
O 3.753690 11.615530 10.424340 0.81 -4.11 2.00
C 1.854880 13.460600 10.531600 -1.16 -0.04 -1.89
H -0.095890 13.683430 9.385920 0.01 0.20 0.78
H 1.215680 14.615280 8.752190 0.25 0.16 0.19
H 0.761450 12.773010 7.304140 0.04 -0.16 0.01
H 0.850730 11.605030 8.654000 0.03 -0.09 -0.15
H 3.151050 13.388960 7.573990 -0.07 0.06 -0.01
H 3.328070 11.651310 7.663090 -0.28 -0.22 0.43
H 1.969780 14.431820 11.012880 0.42 -0.50 0.39
H 1.350410 12.676700 11.096510 0.45 0.17 0.46
N -5.312220 7.451620 4.033670 -0.49 -0.80 2.27
C -5.958000 8.630690 3.951320 -0.89 1.43 -0.96
C -5.581860 9.186050 2.731680 0.01 0.80 0.57
C -4.651380 8.317230 2.145330 0.03 1.73 -1.59
C -4.508260 7.324430 2.999850 2.24 -3.50 -0.99
H -5.386100 6.732980 4.739500 -0.27 0.49 0.03
H -6.646540 8.987670 4.702900 0.09 -0.14 -0.06
H -5.683250 10.185450 2.335060 -0.83 -0.05 0.28
H -4.138910 8.442440 1.202940 -0.01 0.07 0.16
H -3.894630 6.447800 2.853610 -0.06 -0.17 0.22
N -2.504550 8.798330 9.996410 0.03 -1.36 -0.25
C -2.069920 7.695930 9.274920 -0.65 -0.19 -0.01
C -2.920610 6.588220 9.482180 0.82 2.84 1.69
C -3.755840 7.088340 10.554300 -1.43 -0.48 -0.42
C -3.585600 8.432660 10.796310 1.34 -0.68 -0.95
H -2.022790 9.673000 9.844880 -0.43 0.03 0.36
H -1.116620 7.836380 8.787180 -0.27 -0.27 -0.50
H -2.939960 5.600150 9.046590 0.34 0.14 0.19
H -4.523710 6.520920 11.059080 -0.07 -0.08 -0.11
H -4.130170 9.103280 11.444470 0.25 -0.05 -0.09
N -1.569290 9.100330 -1.288580 1.19 -1.08 0.07
C -0.698370 10.127980 -1.078820 -1.10 1.71 0.43
C -0.397410 10.176220 0.257650 0.62 -0.85 -1.07
C -0.912050 8.978690 0.816690 0.98 0.82 0.73
C -1.531180 8.254060 -0.173860 -1.64 1.43 0.04
H -2.137420 8.934630 -2.107030 0.47 -0.04 0.04
H -0.496650 10.958870 -1.738610 -0.22 -0.45 -0.56
H 0.267540 10.908070 0.691980 -0.22 -0.22 0.14
H -0.709790 8.913930 1.875600 -0.49 -1.22 0.09
H -2.276490 7.473690 -0.129840 0.35 -0.25 0.10
N -1.697600 4.568220 4.614940 1.93 -0.29 -2.40
C -1.256090 3.681120 3.669920 -0.12 -1.49 0.23
C -0.215570 4.195480 2.879400 0.19 0.59 0.16
C -0.039020 5.485530 3.272250 -0.69 0.34 0.66
C -0.928980 5.700890 4.404420 -1.17 -0.26 0.55
H -2.469890 4.347410 5.227240 0.21 0.56 0.32
H -1.591640 2.658840 3.576420 -0.47 0.08 0.31
H 0.390310 3.700960 2.134570 -0.45 -0.21 -0.06
H 0.575630 6.199610 2.744340 0.10 0.24 0.57
H -1.137670 6.500780 5.099420 0.45 0.70 -0.30
N 2.238490 15.141700 2.900500 0.22 0.90 0.58
C 0.918070 15.229170 3.154320 -1.64 0.41 1.40
C 0.288140 14.037820 2.837870 -0.03 1.38 -0.54
C 1.271960 13.288750 2.193350 1.18 -0.75 0.05
C 2.483490 13.951850 2.357650 -0.04 -2.21 -1.61
H 2.917080 15.832100 3.188540 -0.13 -0.20 -0.18
H 0.492790 16.107140 3.617670 0.12 -0.04 0.04
H -0.763580 13.816830 2.944770 0.16 0.22 -0.13
H 1.137760 12.403340 1.589660 0.15 -0.11 0.43
H 3.440750 13.565700 2.039950 0.09 0.51 0.07
N -2.762870 18.121540 6.487600 1.45 -2.19 0.41
C -2.845060 17.058760 5.604110 0.03 -1.24 1.29
C -2.281120 15.905770 6.264580 -2.02 0.90 -4.26
C -1.833240 16.305130 7.455170 1.35 1.35 3.43
C -2.049300 17.650510 7.608220 -1.41 1.52 -0.46
H -3.149880 19.044900 6.354400 0.27 -0.25 0.02
H -3.424970 17.137830 4.696450 0.23 -0.02 0.00
H -2.213530 14.894030 5.892830 -0.16 0.19 -0.29
H -1.413970 15.698930 8.244560 0.19 -0.03 -0.15
H -1.878710 18.335650 8.425460 0.11 -0.24 0.01
```
Forces are in eV/Å.

Calculated values
* total charge: +1
* <S²>: 0.7628
* Kohn-Sham gap (spin up / spin down): 6.2376 / 2.5987 eV
* multiplicity: 2

6.
Computed, not measured: the molecule C18H21N3O6, with ωB97M-V with the def2-TZVPD basis set.

The geometry in XYZ format:
```
48
Properties=species:S:1:pos:R:3:forces:R:3
C -3.060208 -1.337045 -1.834479 0.11 0.18 -0.02
C -2.169603 -0.104426 -1.926302 -0.07 -0.15 -0.01
C -2.124059 0.742378 -0.682714 0.24 0.06 -0.17
C -3.046902 0.643230 0.342827 0.09 0.07 -0.05
C -2.956117 1.446481 1.469747 -0.06 0.15 0.11
C -1.911411 2.339496 1.593146 -0.18 -0.05 0.00
C -0.975151 2.463066 0.579021 0.24 0.09 -0.21
C -1.095638 1.692751 -0.566246 -0.21 -0.02 0.09
O -0.283454 1.792223 -1.674419 -0.26 -0.13 0.09
C 0.816748 2.669076 -1.672532 0.22 0.06 0.05
C 2.007010 1.960680 -1.024144 -0.25 -0.06 -0.72
O 2.616820 1.079630 -1.576452 0.00 0.31 -0.15
O 2.227116 2.375687 0.211111 -0.15 0.27 0.41
C 3.289429 1.747124 0.938337 0.60 0.04 0.14
C 3.400608 0.260089 0.624231 -0.21 0.01 0.29
O 4.472161 -0.207252 0.271340 0.13 0.11 0.08
C 2.174689 -0.519928 0.744155 0.15 -0.20 -0.05
C 1.996269 -1.609875 -0.110371 0.06 0.39 0.44
N 2.989310 -2.056620 -0.883962 -0.03 -0.02 -0.26
N 0.785195 -2.233713 -0.167739 0.12 -0.11 -0.18
C 0.532112 -3.266890 -1.152800 -0.18 -0.22 -0.11
C -0.224339 -1.985883 0.763177 0.10 0.09 -0.02
O -1.258127 -2.616410 0.741793 -0.19 -0.18 0.08
N 0.038120 -1.023869 1.690712 -0.21 0.18 0.14
C -0.950663 -0.855404 2.741977 -0.28 0.05 0.23
C 1.145378 -0.161585 1.686733 0.21 -0.34 -0.25
O 1.193518 0.749025 2.491363 0.06 0.15 0.15
H -2.943391 -1.941186 -2.731999 -0.04 -0.06 -0.07
H -4.107993 -1.058433 -1.754012 -0.14 -0.04 0.01
H -2.789394 -1.941698 -0.971963 -0.05 -0.08 0.05
H -1.145007 -0.409995 -2.156817 -0.03 0.03 -0.08
H -2.496987 0.525669 -2.759493 0.13 -0.03 -0.06
H -3.850750 -0.071208 0.268821 -0.08 -0.13 -0.04
H -3.692818 1.358490 2.254155 -0.06 -0.02 0.09
H -1.812054 2.948730 2.478376 0.02 0.05 0.09
H -0.156028 3.151324 0.708607 0.09 0.04 -0.01
H 1.050508 2.839754 -2.727332 0.05 0.01 0.24
H 0.599736 3.618057 -1.175019 -0.02 -0.08 -0.07
H 3.046750 1.898816 1.991967 0.08 -0.02 -0.24
H 4.237530 2.227822 0.676239 -0.14 -0.13 -0.02
H 2.801123 -2.603018 -1.705584 -0.06 -0.01 0.06
H 3.845813 -1.505081 -0.834122 -0.06 -0.14 0.03
H 0.618456 -2.861364 -2.162099 0.02 -0.01 -0.01
H 1.218174 -4.105084 -1.020863 0.01 0.01 -0.02
H -0.488171 -3.613279 -0.993956 0.18 0.02 -0.08
H -1.946640 -0.954150 2.317706 0.11 0.00 0.08
H -0.813061 0.132982 3.172637 -0.04 -0.15 -0.04
H -0.804614 -1.619193 3.507263 -0.04 0.01 0.01
```
Forces are in eV/Å.

Calculated values
* total charge: 0
* Kohn-Sham gap: 9.1277 eV
* relative energy (zero: lowest compared OMol25 entry of this formula, charge and spin): 1.2854 eV